Record 1
Formula: C18H50BrN4O4
Source: the Open Molecules 2025 dataset
Level of theory: ωB97M-V/def2-TZVPD

Geometry as ORCA input:
```
! RIJCOSX wB97M-V def2-TZVPD def2/J DEFGRID3
* xyz 3 1
O -4.69440 -4.07315 -3.50904
H 3.63751 0.14899 -3.83770
H -3.81953 -2.16628 -2.34452
C 3.02473 0.98949 -3.51554
H -0.90691 -2.31029 -2.61704
N 2.08239 -0.02251 4.95420
C 2.69852 2.54995 -1.70285
H 1.98589 -0.91880 2.24684
H -2.75026 -2.71050 -5.89097
C 2.73522 -1.36884 4.78093
C -3.37624 0.82189 2.41201
H -3.25538 0.65858 3.48466
C -2.75296 2.07674 1.89236
H -3.02523 5.41307 2.85275
C 1.65320 -0.51991 -1.44808
H -0.18168 -0.09195 -0.87503
H -2.69174 4.66062 1.26843
H 1.20847 0.47793 1.67494
H 1.09753 -0.76527 6.69410
H -0.46826 -0.95537 2.01835
H 3.10466 0.41527 6.79067
C -3.75290 -4.13192 -4.56999
H -4.21727 -4.53867 -5.47480
H -2.95483 -4.84619 -4.36965
H 0.19634 -0.83872 5.05506
H 2.06143 -2.17031 4.50242
O -1.79699 2.12492 1.19342
C 2.90307 0.88268 5.82988
H 3.29760 1.83856 -4.13704
H -1.90474 -3.63833 -2.75485
C 1.81170 0.70162 3.66775
H 0.35481 0.69516 5.94338
H -5.56536 -4.08380 -3.92054
N -3.05884 3.27681 2.76484
C 4.85290 1.59677 -1.96983
H 3.84657 1.08304 5.32314
H 1.12161 1.52505 3.86280
H -2.61781 3.10836 3.67518
N 3.38165 1.24134 -2.07305
H -2.54853 -0.16978 -5.03083
Br -1.63412 -2.13826 0.30676
N -2.43442 -1.98470 -3.95774
C -3.32717 -2.71965 -4.96500
H -3.03745 -0.09352 1.92516
H 2.70485 1.20615 3.29784
C 2.99409 0.09529 -1.14415
C 0.79786 -0.28273 5.77246
H 1.56263 -1.40129 -0.79843
O 0.55730 0.34311 -1.33908
H -4.45200 0.86124 2.20133
H 3.55656 -1.21084 4.08139
O -0.04765 -0.60275 2.84230
H 3.00786 3.38655 -2.32129
H -2.62926 -0.92280 -2.12855
H 2.37767 1.81866 6.00156
H 1.95363 0.82512 -3.52422
H 1.65345 -1.01160 -2.42793
H 5.43871 0.73660 -2.29396
H -1.40873 4.56830 2.47348
C 1.24824 -0.17065 2.56399
H 3.79668 -0.62445 -1.30460
H -4.05242 3.33619 3.01051
H -4.23502 -2.15504 -5.17033
H 5.08912 1.88023 -0.94908
C -1.77105 -0.84667 -4.69129
C -1.41676 -2.88967 -3.38873
C -3.28036 -1.38550 -2.87406
H 1.64583 2.31013 -1.85332
H -0.85126 -3.51317 -4.07548
H 3.24064 -1.56665 5.72535
C -2.48055 4.63177 2.33590
H -1.11585 -0.43342 -3.92513
H -3.97198 -0.62524 -3.22803
H -1.16768 -1.18298 -5.53069
H 5.05791 2.40183 -2.66973
H 3.08463 0.56376 -0.16464
H 2.83011 2.83041 -0.65938
*
```

Results
**Molar mass**: 466.5 Da
**HOMO energy**: -0.541 Ha
**HOMO-LUMO gap**: 7.158 eV
**Relative energy (zero: lowest compared OMol25 entry of this formula, charge and spin)**: 1.4992 eV
**E_LUMO**: -7.560 eV

Mulliken charges, unit e, in atom order: O -0.474; H 0.385; H 0.384; C -0.885; H -0.165; N -0.057; C -0.841; H 0.374; H 0.454; C -0.866; C -0.954; H 0.370; C 0.520; H 0.357; C -0.606; H 0.099; H 0.333; H 0.104; H 0.403; H -0.132; H 0.400; C -0.743; H 0.419; H 0.340; H 0.362; H 0.314; O -0.372; C -0.912; H 0.381; H 0.382; C -0.886; H 0.357; H 0.340; N -0.183; C -0.909; H 0.448; H 0.377; H 0.391; N -0.090; H 0.381; Br -0.658; N 0.208; C -0.368; H 0.101; H 0.346; C -0.648; C -0.835; H 0.514; O -0.492; H 0.430; H 0.425; O -0.289; H 0.395; H 0.135; H 0.374; H 0.372; H 0.574; H 0.420; H 0.286; C 0.147; H 0.273; H 0.422; H 0.309; H 0.369; C -0.807; C -0.545; C -0.713; H 0.360; H 0.444; H 0.395; C -0.720; H 0.284; H 0.362; H 0.371; H 0.403; H 0.388; H 0.367

Record 2
Formula: C18H50F6N4O8
Source: the Open Molecules 2025 dataset
Level of theory: ωB97M-V/def2-TZVPD

Geometry as ORCA input:
```
! RIJCOSX wB97M-V def2-TZVPD def2/J DEFGRID3
* xyz 0 1
H 2.10927 -6.93211 1.49708
H -4.72725 2.46515 2.97949
H -2.70466 0.38113 3.81944
H 3.52618 5.61324 -2.85354
F -2.54326 -0.81277 -4.84974
H 2.10098 -3.58384 -1.56708
H 1.02847 -4.61032 2.01027
O -1.59651 0.03379 2.24801
H -0.43229 0.30652 1.09312
H -0.62382 -0.82587 5.81087
H 0.72889 2.16557 -2.38487
N 0.22707 0.20857 0.31736
C 1.71914 -0.54127 -4.33384
F -2.52892 2.71126 4.42914
H 3.06547 1.37928 1.77671
H 0.93190 -0.44328 0.72081
H -1.23134 3.42453 -1.97472
F -2.64858 0.83627 -3.42494
H 1.36098 -2.12739 2.31062
H 1.33185 -7.52710 0.02526
H -5.13106 0.76958 3.31436
H -0.29783 -0.47845 -5.15830
C -2.38430 0.89085 2.89703
H 1.54909 4.96563 -1.66177
H 2.62545 2.66650 -0.61909
C -1.51646 -1.15397 -2.71385
H -6.81092 1.74306 1.80977
C 1.28498 -6.76079 0.79636
H 0.90916 4.30686 -3.23154
C 1.39024 -3.10274 0.50055
H -3.63659 -0.00830 -0.92219
H -1.39876 -2.21693 -2.97484
C -1.77251 2.20221 3.43109
H 4.60024 0.86268 2.48635
O 3.95710 -0.23882 0.90274
H -3.71050 -1.32737 0.03754
H 4.41207 0.34901 0.29647
C -5.82744 1.44485 1.45387
C 1.50030 4.09873 -2.33069
O 2.77367 3.70820 -2.79609
H 0.33229 -3.05122 0.22289
C -2.65137 -0.49879 -3.54494
H -3.03857 -0.00426 0.68758
H -0.98950 2.61966 -0.40848
H 0.97249 -1.55951 5.91894
H -2.20854 -0.85153 -0.61206
N 1.64982 -1.94066 1.34462
C 1.65190 -4.45955 1.12387
C 0.32539 -0.95194 5.28785
H 2.38878 -1.11590 -3.69284
H -0.54129 4.31402 -0.63981
H -5.52236 2.14483 0.67136
O -3.50873 1.05775 2.00963
O 1.43562 -5.50116 0.18073
O -0.25575 -0.60569 -3.08748
H 0.34197 -6.84356 1.34407
C -0.56510 3.32990 -1.11582
H -5.88415 0.46898 0.96800
C 0.81266 2.92637 -1.60613
H 3.01329 -0.01069 2.79960
C 3.65016 0.50516 2.08550
H 2.13230 -0.60322 -5.34474
H 0.79602 1.05137 0.08835
H 1.54395 3.20089 0.29650
N -3.12640 -0.53352 -0.21948
H 1.95422 -1.86868 -1.23441
O -1.61773 -1.05475 -1.36249
C -4.77186 1.46418 2.55055
H -0.26589 -0.21375 -0.47282
H 2.86500 5.03356 -4.36301
F -3.88608 -0.93031 -3.18133
H 2.70678 -4.50725 1.42677
H 2.63991 -1.85036 1.57426
H 0.81993 0.02068 5.20629
H -0.20687 -0.90694 3.36128
F -1.66172 3.13005 2.46997
H 0.20332 -2.06142 -4.49118
N 1.63000 2.51596 -0.45685
C 3.46130 4.72846 -3.49760
H 3.24565 -2.93532 -0.50117
H 1.85915 0.48568 -3.99062
C 2.19257 -2.82838 -0.78312
C 0.26839 -0.97539 -4.37317
F -0.54330 1.99374 3.92754
H 4.44001 4.30622 -3.70344
O 0.30282 -1.47586 3.96962
*
```

Results
**Molar mass**: 564.6 Da
**HOMO energy**: -0.307 Ha
**HOMO-LUMO gap**: 8.818 eV
**Relative energy (zero: lowest compared OMol25 entry of this formula, charge and spin)**: 2.9844 eV
**E_LUMO**: 0.455 eV

Mulliken charges, unit e, in atom order: H 0.319; H 0.282; H 0.327; H 0.316; F -0.285; H 0.403; H 0.482; O -0.930; H 0.036; H 0.262; H -0.591; N 1.025; C -1.006; F -0.300; H 0.036; H 0.071; H 0.378; F -0.228; H 0.131; H 0.246; H 0.322; H 0.318; C -0.163; H 0.431; H 0.291; C -0.134; H 0.410; C -0.786; H 0.457; C 0.647; H 0.375; H 0.293; C 0.661; H 0.383; O -0.488; H 0.352; H 0.296; C -1.175; C -1.144; O -0.246; H -0.071; C 0.545; H -0.188; H 0.141; H 0.308; H 0.779; N -0.633; C -0.868; C -0.752; H 0.222; H 0.452; H 0.290; O -0.364; O -0.307; O 0.003; H 0.298; C -1.367; H 0.252; C 1.272; H 0.165; C -0.395; H 0.418; H 0.448; H 0.268; N -0.273; H 0.083; O -0.884; C -0.381; H 0.194; H 0.295; F -0.280; H 0.359; H 0.330; H 0.267; H 0.352; F -0.255; H 0.327; N -0.703; C -0.760; H 0.401; H 0.150; C -1.290; C -0.378; F -0.221; H 0.219; O -0.541

Record 3
Formula: C18H50F6O15PS7
Source: the Open Molecules 2025 dataset
Level of theory: ωB97M-V/def2-TZVPD

Geometry as ORCA input:
```
! RIJCOSX wB97M-V def2-TZVPD def2/J DEFGRID3
* xyz -1 1
O 2.30544 -1.48546 5.25233
H 0.89677 -1.80460 2.27363
H -3.39134 4.41873 -0.31945
H 0.40443 1.75200 -3.37129
O -4.58698 -2.09226 1.86277
S 1.39881 -2.57452 5.54646
H 5.72035 -1.52304 -1.39500
O 0.84963 5.37013 -3.48268
O -1.69237 8.02099 -0.61303
O -2.30602 6.26090 1.18813
H 0.64288 -7.05277 -3.64576
C 6.51449 -1.31156 -4.16635
H 1.51079 3.85011 -1.15387
H 2.35336 1.96270 4.26484
H -0.71980 2.95948 -2.79205
H 1.34176 -4.81235 2.80669
H -3.96418 4.11325 -2.53868
H -2.80385 -2.48560 -1.08155
H 6.58517 -1.74257 -5.16501
C 4.82222 -1.20932 -1.92702
C -4.15937 5.09406 -0.69650
C -4.81603 4.46758 -1.95824
F 1.63211 -0.94894 -0.35199
H -0.94378 -5.92883 -1.33617
H -0.01856 5.74977 -1.11368
H 7.56497 -1.28463 -3.87673
C -4.25854 -0.83399 2.45499
S 1.47036 4.02513 -3.55693
H -2.37465 -1.14334 -0.16094
C -2.80934 -2.13661 -0.04894
H -0.62550 5.04471 2.38090
H -5.40138 3.62520 -1.58965
H 3.98552 -1.55001 -1.31714
H -1.08607 -6.65394 -3.68131
H -0.55699 -1.13681 6.20122
H -2.76130 -0.10757 3.79632
F 2.12047 1.26080 0.34789
H 0.85118 4.51921 1.59055
C -1.07237 5.50529 -1.24714
C -2.93804 -1.05079 3.27940
F 0.17934 0.45849 1.09301
H -0.96375 -2.80249 6.35057
O 1.97804 -3.81590 6.04669
P 0.93097 0.52453 -0.45149
C 0.07796 2.78222 -3.51333
H 1.77313 1.62898 2.69504
O -3.50631 6.31350 -1.00182
S 0.93705 3.77180 3.82883
H -0.19166 2.94514 -4.55682
H 0.85246 -6.29677 -1.34560
H -5.52519 5.15477 -2.41973
O 1.75457 5.01598 4.17255
S -0.52371 -3.66594 -3.21913
C 1.16772 -2.63589 2.92452
H -0.38605 -7.54659 -1.55964
S -2.13704 6.64770 -0.29010
S -4.59716 -2.15438 0.20600
F 0.16970 1.95406 -0.57604
C 0.05246 4.19982 2.25999
H -0.50132 3.35070 1.85946
H 0.76501 -4.17205 -1.25788
H -3.09402 -1.86778 3.98387
H 0.15479 -2.43032 -1.47300
H -2.21186 -2.85950 0.50656
O -0.42135 -2.63169 -4.21916
H -2.01973 -1.23207 2.72087
O -5.10404 -0.91236 -0.44718
O 0.21736 -5.02179 -3.83769
H 2.88151 4.63586 -1.70404
C -0.12896 -6.50844 -1.77001
H -1.26249 5.86691 -2.25768
H 0.01771 -1.85960 7.56638
C 2.15013 2.44655 3.30950
H 2.99891 2.86635 2.76965
O -5.10331 -3.48697 -0.13146
S 5.17547 -2.27812 -3.43930
F -0.36755 -0.10441 -1.14789
O 5.97045 -3.49592 -2.93772
H -1.26707 4.45067 -1.05229
H -4.22119 0.05254 1.82192
C -0.11097 -6.34204 -3.30713
H 1.79395 -3.79412 1.32002
H 2.79687 2.78646 -1.75835
O 0.48575 -2.76555 4.13734
C 0.66537 -3.29489 -1.89721
O -1.85942 -3.85779 -2.65329
C -0.14909 -2.09741 6.51579
H -5.07560 -0.51767 3.10342
H 4.82300 -0.13949 -2.13569
F 1.66620 0.60788 -1.91038
C 1.12299 -3.96054 2.16276
H 6.14229 -0.30040 -4.33095
C 2.29231 3.74132 -1.90587
H -4.94161 5.20859 0.05390
H 1.60596 -3.04509 -2.38812
H 2.23138 -2.60022 3.15999
H 0.15544 -4.04719 1.66836
*
```

Results
**Molar mass**: 876.0 Da
**HOMO energy**: -0.238 Ha
**HOMO-LUMO gap**: 8.389 eV
**Relative energy (zero: lowest compared OMol25 entry of this formula, charge and spin)**: 4.3572 eV
**E_LUMO**: 1.904 eV

Mulliken charges, unit e, in atom order: O -0.563; H -0.097; H 0.255; H 0.076; O -0.349; S 1.105; H 0.435; O -0.591; O -0.646; O -0.642; H 0.345; C -0.942; H -0.298; H 0.365; H -0.027; H 0.373; H 0.252; H 0.287; H 0.328; C -0.788; C -0.221; C -1.058; F -0.455; H 0.322; H 0.479; H 0.325; C -0.484; S 0.356; H 0.330; C -0.757; H 0.408; H 0.348; H 0.109; H 0.290; H 0.318; H 0.374; F -0.417; H 0.182; C -0.946; C -0.757; F -0.414; H 0.308; O -0.602; P 1.723; C -0.354; H -0.051; O -0.339; S 0.444; H 0.460; H 0.263; H 0.297; O -0.659; S 1.126; C 0.141; H 0.434; S 1.252; S 1.158; F -0.450; C -0.700; H 0.216; H 0.018; H 0.275; H -0.355; H 0.256; O -0.639; H 0.113; O -0.620; O -0.350; H 0.472; C -1.115; H 0.478; H 0.391; C -0.550; H 0.310; O -0.616; S 0.540; F -0.448; O -0.665; H 0.111; H 0.344; C -0.214; H 0.341; H 0.218; O -0.248; C 0.182; O -0.598; C -0.900; H 0.409; H 0.303; F -0.417; C -1.099; H 0.332; C -0.254; H 0.349; H 0.236; H 0.386; H 0.148